# 1
24
Properties=species:S:1:pos:R:3 method="wB97M-V/def2-TZVPD" charge=+1 mol_weight_g_mol=178.3 relative_energy_kj_mol=299.06 lumo_energy_ev=-3.87 orbital_gap_ev=7.87 e_tot_ha=-840.8348 homo_ha=-0.431
C -3.316 0.071 1.137
C -3.185 1.227 0.377
C -2.319 -0.892 1.153
C -2.010 1.413 -0.365
C -1.101 -0.730 0.440
C -1.013 0.480 -0.356
C 0.041 -1.704 0.530
C 1.302 -1.394 0.167
C 0.152 0.660 -1.149
C 1.801 0.069 -0.004
N 3.151 0.030 -0.763
S 1.974 0.982 1.467
H -4.215 0.043 1.813
H -3.827 2.080 0.295
H -2.503 -1.731 1.844
H -1.981 2.254 -0.920
H -0.184 -2.833 0.672
H 2.070 -2.176 -0.020
H 0.233 -0.021 -1.927
H 0.384 1.741 -1.422
H 3.983 0.327 -0.276
H 3.293 0.530 -1.662
H 3.416 -1.005 -0.920
H 1.569 2.191 1.149

***

# 2
26
Properties=species:S:1:pos:R:3 method="wB97M-V/def2-TZVPD" mol_weight_g_mol=212.3 relative_energy_kj_mol=72.51 lumo_energy_ev=0.59 orbital_gap_ev=9.65 e_tot_ha=-1012.0397 homo_ha=-0.333
C -0.712 -2.638 -0.375
C 0.221 -3.044 0.519
C -0.729 -1.295 -0.784
C 1.042 -2.060 1.128
C 0.152 -0.347 -0.294
C 1.023 -0.717 0.780
C 0.174 0.994 -1.160
C -0.262 1.848 0.020
C -0.496 1.023 -2.539
C -1.655 2.572 -0.064
O 1.303 0.270 3.258
O 3.096 -1.036 2.394
O 0.463 2.029 0.949
S 2.333 0.081 2.014
H -1.405 -3.343 -0.662
H 0.487 -4.088 0.745
H -1.488 -1.309 -1.503
H 1.672 -2.171 1.899
H 1.230 1.122 -1.262
H 0.238 0.385 -3.206
H -0.613 2.053 -2.931
H -1.463 0.462 -2.437
H -1.613 3.660 0.064
H -2.130 2.171 0.862
H -2.052 2.240 -1.016
H 1.184 1.140 3.602

***

# 3
23
Properties=species:S:1:pos:R:3 method="wB97M-V/def2-TZVPD" mol_weight_g_mol=160.3 relative_energy_kj_mol=172.52 lumo_energy_ev=0.92 orbital_gap_ev=10.25 e_tot_ha=-677.6168 homo_ha=-0.343
C 0.326 -2.764 -1.895
C 0.624 -1.664 -1.441
C -2.128 2.345 1.738
C -1.159 3.095 1.175
C -2.147 0.992 1.653
C -0.194 2.427 0.392
C -1.125 0.375 0.959
C -0.169 1.099 0.284
C 0.040 -3.860 -2.787
C 2.512 -0.081 0.862
Si 1.342 0.272 -0.550
H -2.921 2.836 2.408
H -1.220 4.218 1.293
H -2.944 0.405 2.109
H 0.692 2.919 -0.036
H -1.105 -0.632 0.780
H -0.244 -4.754 -2.143
H -0.910 -3.493 -3.220
H 0.643 -4.210 -3.602
H 3.123 0.597 1.421
H 1.810 -0.511 1.656
H 3.198 -0.864 0.385
H 1.957 1.254 -1.441

***

# 4
27
Properties=species:S:1:pos:R:3 method="wB97M-V/def2-TZVPD" mol_weight_g_mol=407.2 relative_energy_kj_mol=0.00 lumo_energy_ev="0.46 / -1.07" orbital_gap_ev="5.30 / 6.20" multiplicity=3 e_tot_ha=-1318.6248 homo_ha="-0.178 / -0.267"
C 0.256 1.811 -2.854
C 1.631 2.332 -2.677
C 2.474 1.182 -2.771
C 1.779 0.170 -3.461
C 0.341 0.420 -3.264
Au 1.010 0.605 -1.199
P -0.480 1.564 0.486
H -0.653 2.307 -2.736
H 2.032 3.272 -2.414
H 3.448 1.150 -2.481
H -0.493 -0.248 -3.317
H 2.254 -0.641 -3.988
H -1.565 0.650 0.409
H -1.097 2.792 0.130
H -0.113 1.767 1.870
S 0.978 -1.574 -0.031
C -0.184 -1.531 1.218
N 0.226 -0.914 2.387
C -0.465 -1.021 3.567
C -1.680 -1.675 3.572
C -2.176 -2.234 2.383
C -1.452 -2.123 1.195
H 1.129 -0.433 2.382
H -0.008 -0.558 4.445
H -2.250 -1.743 4.494
H -3.135 -2.765 2.394
H -1.807 -2.564 0.262

***

# 5
27
Properties=species:S:1:pos:R:3 method="wB97M-V/def2-TZVPD" charge=+1 mol_weight_g_mol=222.2 lumo_energy_ev="-2.86 / -6.77" orbital_gap_ev="6.58 / 5.66" multiplicity=3 e_tot_ha=-1264.4116 homo_ha="-0.347 / -0.456"
B -0.505 -0.691 -0.580
C 2.229 0.944 1.907
C 1.155 2.564 -1.536
C 1.010 1.606 2.277
C 0.164 1.743 -0.943
C 1.976 -0.384 1.703
C 2.060 1.680 -2.147
C -0.073 0.844 2.393
C 0.369 0.392 -1.023
C -0.972 -2.130 -0.937
C -2.363 -1.639 -0.551
N -1.901 -0.433 0.095
S 0.469 -0.860 2.173
S 1.863 0.033 -1.917
H 3.227 1.362 1.444
H 1.349 3.606 -1.440
H 0.990 2.663 2.246
H -0.765 2.168 -0.625
H 2.713 -1.133 1.419
H 2.825 2.070 -2.808
H -0.894 -2.620 -1.940
H -0.557 -2.941 -0.263
H -2.861 -1.332 -1.420
H -2.880 -2.440 0.098
H -1.766 -0.492 1.157
H -2.372 0.590 -0.105
H -0.939 1.209 2.736

***

# 6
26
Properties=species:S:1:pos:R:3 method="wB97M-V/def2-TZVPD" mol_weight_g_mol=261.2 relative_energy_kj_mol=200.10 lumo_energy_ev=0.21 orbital_gap_ev=9.06 e_tot_ha=-3436.1925 homo_ha=-0.325
C 1.138 -0.935 2.189
C 1.147 0.287 1.641
C 0.415 -2.003 0.049
C 0.494 -0.868 -0.639
C -0.148 -0.671 -2.005
C 0.914 -2.219 1.448
C 1.188 0.517 0.194
C 0.564 0.385 -2.824
C -2.485 1.492 -0.008
C -1.248 1.770 0.819
O -1.056 -1.415 -2.390
S 0.177 1.994 -0.240
Br 3.101 0.734 -0.361
H 1.175 -1.053 3.325
H 1.246 1.089 2.396
H -0.003 -2.913 -0.490
H 1.880 -2.754 1.556
H 0.270 -2.848 1.945
H -0.160 1.022 -3.342
H 1.139 -0.230 -3.521
H 1.136 0.891 -2.189
H -2.128 1.014 -0.915
H -3.156 0.879 0.633
H -3.195 2.285 -0.197
H -1.062 0.927 1.461
H -1.341 2.622 1.465

***

# 7
31
Properties=species:S:1:pos:R:3 method="wB97M-V/def2-TZVPD" charge=+3 mol_weight_g_mol=692.5 lumo_energy_ev="-10.25 / -15.08" orbital_gap_ev="7.32 / 3.84" multiplicity=5 e_tot_ha=-2088.6751 homo_ha="-0.646 / -0.695"
I -3.852 -1.219 5.102
I -1.643 -0.406 6.390
Pt -0.053 0.154 -0.005
P -0.787 2.348 -0.147
C -1.831 2.987 1.216
C 0.570 3.574 -0.255
H -1.198 2.392 -2.517
H -2.038 3.758 -1.713
H -2.699 2.099 -1.613
C -1.783 2.695 -1.644
H 1.217 3.290 -1.089
H 0.179 4.585 -0.410
H -2.113 4.030 1.039
H -1.281 2.915 2.159
H 1.156 3.544 0.667
H -2.733 2.375 1.300
C -0.886 -0.144 1.586
O -1.422 -0.335 2.609
Cl 1.040 0.545 -2.090
N 3.266 -6.130 -1.857
C 2.748 -5.150 -1.568
C 2.097 -3.917 -1.205
C 2.750 -3.005 -0.367
C 2.057 -1.883 0.095
N 0.753 -1.698 -0.244
C 0.092 -2.585 -1.038
C 0.748 -3.720 -1.520
H 3.784 -3.155 -0.082
H 2.573 -1.132 0.677
H -0.926 -2.381 -1.339
H 0.213 -4.430 -2.140

***

# 8
27
Properties=species:S:1:pos:R:3 method="wB97M-V/def2-TZVPD" charge=+1 mol_weight_g_mol=210.7 relative_energy_kj_mol=459.06 lumo_energy_ev=-4.12 orbital_gap_ev=9.16 e_tot_ha=-1012.8926 homo_ha=-0.488
C 3.878 -1.024 -0.012
C 2.298 0.804 0.020
C 2.830 -1.919 0.028
C 1.308 -0.147 0.024
C 3.625 0.343 0.114
C -0.836 -0.408 -0.039
C -1.826 1.349 -1.319
C -1.682 1.533 1.138
C -3.220 -0.207 0.118
C -1.880 0.602 -0.078
N -0.746 -1.634 -0.096
N 0.371 -2.285 0.063
N 1.558 -1.464 0.002
Cl 4.905 1.509 0.162
H 4.844 -1.482 0.227
H 2.218 1.842 -0.047
H 3.055 -2.967 -0.012
H -0.728 1.241 -1.812
H -2.594 0.919 -1.962
H -2.062 2.343 -1.311
H -2.640 1.618 1.680
H -1.087 1.226 1.938
H -1.297 2.620 0.836
H -3.999 0.466 -0.063
H -3.357 -1.032 -0.601
H -3.291 -0.623 1.109
H 0.357 -3.222 -0.106

***

# 9
27
Properties=species:S:1:pos:R:3 method="wB97M-V/def2-TZVPD" charge=+1 mol_weight_g_mol=210.7 relative_energy_kj_mol=303.71 lumo_energy_ev=-4.31 orbital_gap_ev=8.83 e_tot_ha=-1012.9518 homo_ha=-0.483
C -3.650 0.939 -0.241
C -1.854 -0.665 0.280
C -2.712 1.960 -0.180
C -1.013 0.390 0.213
C -3.257 -0.422 -0.005
C 0.691 0.520 0.059
C 1.363 -1.603 -1.137
C 1.652 -1.257 1.426
C 3.083 -0.009 -0.258
C 1.690 -0.621 0.052
N 0.815 1.780 -0.063
N -0.330 2.436 -0.049
N -1.468 1.645 0.070
Cl -4.359 -1.683 -0.079
H -4.594 1.228 -0.451
H -1.536 -1.692 0.286
H -3.064 3.010 -0.259
H 0.230 -1.740 -1.060
H 1.682 -0.976 -1.992
H 2.079 -2.505 -1.016
H 0.745 -2.094 1.335
H 2.560 -1.795 1.614
H 1.498 -0.684 2.303
H 3.453 -0.460 -1.171
H 2.826 1.013 -0.401
H 3.791 -0.167 0.553
H -0.324 3.452 0.174

***

# 10
27
Properties=species:S:1:pos:R:3 method="wB97M-V/def2-TZVPD" mol_weight_g_mol=232.7 relative_energy_kj_mol=0.00 lumo_energy_ev=0.49 orbital_gap_ev=10.00 e_tot_ha=-1397.6746 homo_ha=-0.349
C -1.383 1.051 0.888
C -0.457 -0.077 -2.965
C 1.107 1.358 0.407
C 0.826 1.335 -1.152
C -0.032 0.525 1.039
C -0.313 0.331 -1.218
C -0.119 -0.608 -0.068
C 0.265 0.078 2.465
C -1.392 -1.502 0.152
C 1.171 -1.401 -0.170
O -2.142 1.292 1.794
O 0.371 0.246 -3.746
S -1.843 1.236 -0.825
Cl -2.057 -0.585 -3.382
H 2.100 0.980 0.514
H 1.117 2.395 0.732
H 0.523 2.329 -1.393
H 1.686 1.053 -1.747
H 1.169 -0.589 2.573
H -0.555 -0.394 2.959
H 0.488 0.933 3.087
H -1.018 -2.497 0.513
H -1.869 -1.546 -0.788
H -2.093 -1.148 0.850
H 1.732 -1.013 -1.025
H 0.960 -2.493 -0.290
H 1.757 -1.290 0.795

***

# 11
28
Properties=species:S:1:pos:R:3 method="wB97M-V/def2-TZVPD" charge=+2 mol_weight_g_mol=400.5 relative_energy_kj_mol=366.57 lumo_energy_ev="-10.54 / -11.09" orbital_gap_ev="7.37 / 6.46" multiplicity=3 e_tot_ha=-1140.9950 homo_ha="-0.658 / -0.645"
Cl -2.057 3.175 -1.939
C -0.836 -1.715 -0.976
C 0.572 -1.898 -0.808
C 1.255 -1.077 -1.761
H 1.013 -2.710 -0.218
C 0.252 -0.361 -2.540
C -1.049 -0.775 -2.042
H -2.034 -0.435 -2.408
H -1.590 -2.401 -0.576
H 2.351 -1.022 -1.888
C 0.497 0.807 -3.418
W 0.044 0.345 -0.546
C 1.635 0.972 0.533
O 2.434 1.281 1.351
C -1.489 1.368 0.172
O -2.288 1.836 0.885
H 1.443 1.291 -3.121
H -0.322 1.539 -3.272
H 0.551 0.475 -4.468
C -1.967 -1.849 3.551
C -1.384 -1.697 2.152
O -0.113 -1.049 2.177
H -1.212 -2.327 4.180
H -2.908 -2.429 3.621
H -2.168 -0.856 3.965
H -1.262 -2.645 1.632
H -1.988 -1.019 1.527
H -0.280 -0.195 2.586

***

# 12
32
Properties=species:S:1:pos:R:3 method="wB97M-V/def2-TZVPD" charge=+1 mol_weight_g_mol=320.8 lumo_energy_ev="-3.37 / -4.17" orbital_gap_ev="8.18 / 8.23" multiplicity=2 e_tot_ha=-2589.9498 homo_ha="-0.424 / -0.456"
O 3.604 -1.513 -1.306
C 2.576 -1.233 -1.695
Cu 0.461 -0.778 -2.099
O 1.381 2.466 -1.951
C 1.182 1.374 -2.219
C -1.456 -0.344 -2.824
O -2.553 -0.131 -3.096
C 0.091 -2.815 -2.411
O -0.975 -3.206 -2.762
C 1.058 -0.950 -4.102
O 1.353 -1.007 -5.219
H 0.977 -3.368 -2.020
C -1.321 2.057 -0.368
N -0.757 1.438 0.830
C -0.732 2.363 1.950
C -0.223 0.187 0.849
O 0.012 -0.465 -0.231
N 0.088 -0.470 1.994
C -0.231 -0.046 3.349
C 0.646 -1.825 1.901
H -2.330 2.416 -0.122
H -1.348 1.402 -1.224
H -0.766 2.971 -0.611
H -1.404 2.019 2.752
H 0.281 2.505 2.374
H -1.103 3.314 1.533
H -1.309 0.160 3.470
H 0.084 -0.900 3.971
H 0.345 0.862 3.579
H 0.800 -2.104 0.857
H 1.596 -1.837 2.453
H -0.024 -2.543 2.398

***

# 13
24
Properties=species:S:1:pos:R:3 method="wB97M-V/def2-TZVPD" mol_weight_g_mol=260.1 lumo_energy_ev="0.58 / -1.54" orbital_gap_ev="6.17 / 7.89" multiplicity=3 e_tot_ha=-686.2465 homo_ha="-0.205 / -0.347"
C -0.970 0.775 0.487
C 0.432 0.335 0.585
C 3.219 -0.664 -0.146
C -3.046 -0.522 0.833
C -2.784 -0.391 -0.725
C 2.819 0.813 -0.135
C 1.931 -1.071 -0.757
C -2.278 0.754 1.106
C -2.072 0.974 -0.471
C 1.401 0.371 -0.501
I 0.863 -0.192 2.533
H 4.142 -0.965 -0.657
H 3.336 -0.890 0.889
H -4.165 -0.365 0.881
H -2.568 -1.431 1.317
H -2.090 -1.127 -1.269
H -3.652 -0.267 -1.207
H 2.852 1.384 0.796
H 3.294 1.421 -0.928
H 2.064 -1.112 -1.818
H 1.257 -1.865 -0.404
H -2.580 1.281 1.905
H -2.335 1.811 -0.991
H 0.929 0.941 -1.324

***

# 14
26
Properties=species:S:1:pos:R:3 method="wB97M-V/def2-TZVPD" charge=+1 mol_weight_g_mol=290.1 relative_energy_kj_mol=411.65 lumo_energy_ev="-4.88 / -3.38" orbital_gap_ev="4.82 / 8.15" e_tot_ha=-816.0851 homo_ha="-0.357 / -0.424"
C 1.690 0.238 -2.375
C 1.600 2.179 -0.858
C 2.695 0.815 -3.101
C 2.833 2.583 -1.313
C 1.048 0.945 -1.274
C 3.349 1.937 -2.473
C -1.711 -2.448 2.437
C -2.838 -1.913 3.323
C -2.374 -1.884 1.180
C -0.121 0.365 -0.729
N -3.485 -1.289 2.050
O 4.506 2.336 -3.034
I -1.095 1.066 0.989
H 1.398 -0.702 -2.870
H 1.206 2.770 -0.127
H 3.068 0.292 -3.966
H 3.386 3.499 -1.005
H -0.813 -2.034 2.618
H -1.566 -3.446 2.443
H -3.674 -2.493 3.815
H -2.511 -1.277 4.104
H -2.492 -2.601 0.373
H -0.719 -0.376 -1.088
H -4.474 -1.546 1.976
H -3.419 -0.325 2.030
H 4.512 3.311 -3.126

***

# 15
28
Properties=species:S:1:pos:R:3 method="wB97M-V/def2-TZVPD" charge=+1 mol_weight_g_mol=209.2 relative_energy_kj_mol=0.00 lumo_energy_ev=-2.79 orbital_gap_ev=10.89 e_tot_ha=-723.7998 homo_ha=-0.503
C -2.300 3.993 2.373
C -2.314 2.981 3.024
C -2.036 1.768 3.915
C -0.884 0.964 3.239
N 0.082 0.332 3.907
C 0.908 -0.212 2.887
C 0.355 0.130 1.659
N -0.810 0.888 1.908
H -2.025 4.936 1.889
H -1.664 2.114 4.908
H -2.963 1.171 4.031
H 0.201 0.291 4.914
H 1.831 -0.782 3.066
H 0.756 -0.117 0.654
H -1.421 1.303 1.212
C 0.906 -2.030 -4.949
C 0.474 -1.574 -3.575
C 1.319 -0.465 -3.008
O 1.206 -0.686 -1.596
C 0.954 -2.020 -1.427
O 0.994 -2.581 -0.380
O 0.659 -2.615 -2.605
H 0.913 -1.200 -5.656
H 1.900 -2.480 -4.916
H 0.227 -2.798 -5.323
H -0.586 -1.303 -3.584
H 0.944 0.522 -3.276
H 2.373 -0.533 -3.289

***

# 16
26
Properties=species:S:1:pos:R:3 method="wB97M-V/def2-TZVPD" mol_weight_g_mol=192.2 lumo_energy_ev="1.01 / -1.79" orbital_gap_ev="6.56 / 6.39" multiplicity=3 e_tot_ha=-839.4730 homo_ha="-0.204 / -0.300"
C -3.901 0.631 -0.559
C -3.487 -0.444 0.365
C -2.913 1.556 -0.456
C 2.802 1.277 0.153
C 2.161 -0.026 0.223
C 0.876 0.005 -0.196
C 0.444 1.342 -0.582
C 3.035 -1.294 0.429
C 0.178 -1.246 -0.511
C -0.900 1.760 0.858
N -2.334 -0.171 0.909
N -1.972 1.040 0.460
P 1.762 2.585 -0.211
H -4.700 0.733 -1.162
H -4.040 -1.404 0.588
H -2.869 2.519 -1.008
H 3.803 1.506 0.340
H -0.050 1.577 -1.540
H 2.369 -2.200 0.863
H 3.731 -1.034 1.208
H 3.498 -1.646 -0.640
H -0.686 -1.193 0.027
H 0.663 -2.208 -0.296
H -0.175 -1.177 -1.543
H -0.960 2.788 0.821
H -0.298 1.658 1.765

***

# 17
29
Properties=species:S:1:pos:R:3 method="wB97M-V/def2-TZVPD" mol_weight_g_mol=239.3 relative_energy_kj_mol=1038.41 lumo_energy_ev=-1.67 orbital_gap_ev=6.47 e_tot_ha=-1101.4255 homo_ha=-0.299
O 2.367 -0.174 -2.343
O 0.022 0.212 -2.636
C 1.109 -0.589 2.075
C 0.156 -0.473 1.067
C -1.242 2.966 0.414
C -0.418 3.666 1.297
C -1.123 1.603 0.250
C 0.498 3.024 2.075
C -0.224 0.942 1.069
C 0.563 1.630 1.960
N 1.362 0.664 2.575
N 1.013 -1.466 -2.791
N 0.614 -1.680 -0.984
C 2.335 0.987 3.584
C -0.335 -1.510 0.075
S 1.044 -0.251 -1.751
H 1.605 -1.516 2.300
H -1.983 3.509 -0.161
H -0.476 4.746 1.432
H -1.758 1.079 -0.446
H 1.206 3.543 2.712
H 0.776 -0.989 -3.627
H 1.998 -1.709 -2.813
H 0.245 -2.310 -1.688
H 2.016 1.810 4.204
H 3.241 1.273 3.066
H 2.488 0.104 4.206
H -1.334 -1.267 -0.352
H -0.418 -2.480 0.579

***

# 18
27
Properties=species:S:1:pos:R:3 method="wB97M-V/def2-TZVPD" charge=+1 mol_weight_g_mol=189.2 relative_energy_kj_mol=219.32 lumo_energy_ev="-4.90 / -4.90" orbital_gap_ev="7.36 / 7.37" e_tot_ha=-607.5629 homo_ha="-0.451 / -0.451"
C 3.693 -0.569 0.003
C 2.772 -1.001 0.943
C 3.323 0.369 -0.950
C 1.483 -0.494 0.944
C 2.039 0.878 -0.965
C 1.109 0.449 -0.018
C -0.230 1.027 -0.009
C -1.626 -1.512 0.043
C -1.892 2.452 -0.353
C -2.407 1.303 0.545
N -0.520 2.139 -0.585
N -1.257 0.469 0.727
N -2.850 -1.891 0.193
N -0.601 -2.117 -0.445
H 4.699 -0.957 0.020
H 3.063 -1.719 1.694
H 4.046 0.714 -1.677
H 0.780 -0.773 1.718
H 1.740 1.618 -1.690
H -2.401 2.566 -1.316
H -1.959 3.408 0.169
H -2.710 1.661 1.534
H -3.264 0.784 0.114
H -3.518 -1.267 0.629
H -3.180 -2.820 -0.058
H 0.305 -1.640 -0.430
H -0.636 -3.078 -0.779